Entry 1:
53
Properties=species:S:1:pos:R:3 method="wB97M-V/def2-TZVPD" spin_multiplicity=1 total_charge=-2 de_lowest_kcal_mol=0.00 gap_ev=6.5 largest_force_ev_per_a=2.6
Ag 15.076 4.439 9.035
C 11.866 9.102 13.509
C 13.274 9.696 13.372
C 13.823 9.937 14.749
C 14.202 8.822 12.538
N 14.201 7.441 12.879
C 13.763 6.345 12.250
N 14.037 5.291 12.973
N 14.676 5.731 14.073
N 14.719 6.997 14.036
H 11.207 9.888 13.936
H 11.858 8.276 14.233
H 11.482 8.694 12.563
H 13.312 10.653 12.797
H 13.902 9.007 15.342
H 13.300 10.658 15.362
H 14.841 10.312 14.613
H 15.205 9.264 12.559
H 13.975 8.936 11.479
H 13.324 6.350 11.233
F 12.783 12.696 6.100
C 12.900 11.700 6.990
C 13.319 11.969 8.286
F 13.458 13.245 8.787
C 13.542 10.902 9.181
F 13.938 11.236 10.415
C 13.333 9.540 8.851
O 13.431 8.525 9.655
C 12.903 9.317 7.484
F 12.754 8.091 6.945
C 12.606 10.373 6.641
F 12.233 10.143 5.346
F 23.695 9.031 9.268
C 23.378 8.009 10.135
F 24.382 7.112 9.966
F 23.478 8.575 11.367
C 21.984 7.441 9.846
C 21.774 6.092 9.868
C 20.508 5.526 9.741
C 19.405 6.328 9.497
C 19.649 7.726 9.472
C 20.895 8.306 9.601
C 18.111 5.764 9.320
C 17.046 5.158 9.256
H 22.646 5.394 9.928
H 20.393 4.460 9.765
H 18.877 8.450 9.221
H 21.007 9.349 9.593
N 12.993 4.323 9.014
C 11.851 4.227 9.223
N 10.639 4.025 9.532
C 9.625 4.335 8.776
N 8.610 4.521 8.236



Entry 2:
52
Properties=species:S:1:pos:R:3 method="wB97M-V/def2-TZVPD" spin_multiplicity=2 s2=0.75 gap_ev="7.2 / 7.3" largest_force_ev_per_a=0.8
Ti -0.366 0.228 -0.370
B -0.008 2.610 2.276
N 1.153 1.583 2.054
C 2.239 1.488 2.817
C 2.895 0.296 2.538
C 2.112 -0.302 1.566
N 1.058 0.479 1.267
N -0.535 3.125 0.914
C -0.861 4.379 0.596
C -1.483 4.382 -0.643
C -1.491 3.049 -1.026
N -0.922 2.295 -0.075
H -0.910 2.072 2.877
H 0.453 3.545 2.879
H 2.468 2.278 3.512
H 3.807 -0.073 2.971
H 2.234 -1.236 1.041
H -0.631 5.178 1.279
H -1.867 5.226 -1.188
H -1.863 2.579 -1.922
C -1.177 -1.044 2.884
C -1.877 -1.681 1.727
C -2.624 -2.869 1.933
C -3.235 -3.493 0.891
C -3.158 -2.933 -0.406
C -3.764 -3.468 -1.571
Br -4.746 -5.079 -1.476
C -3.645 -2.829 -2.768
C -2.927 -1.619 -2.871
Br -2.807 -0.768 -4.538
C -2.326 -1.054 -1.775
O -1.650 0.087 -1.786
C -2.434 -1.741 -0.531
N -1.777 -1.152 0.524
H -1.661 -1.330 3.816
H -1.174 0.041 2.800
H -0.136 -1.372 2.923
H -2.677 -3.268 2.936
H -3.786 -4.411 1.039
H -4.104 -3.238 -3.657
F 5.949 1.540 -2.395
C 4.859 0.804 -2.190
C 3.631 1.412 -1.992
F 3.524 2.739 -2.006
C 2.527 0.615 -1.780
F 1.339 1.271 -1.593
C 2.558 -0.768 -1.739
Se 1.004 -1.824 -1.377
C 3.805 -1.339 -1.944
F 3.954 -2.665 -1.919
C 4.940 -0.577 -2.167
F 6.119 -1.169 -2.354



Entry 3:
49
Properties=species:S:1:pos:R:3 method="wB97M-V/def2-TZVPD" spin_multiplicity=1 total_charge=+2 de_lowest_kcal_mol=6.89 gap_ev=7.0 largest_force_ev_per_a=0.6
Ga 0.145 0.076 -0.055
N 2.032 -3.484 0.083
C 0.758 -4.061 -0.018
C 0.346 -5.387 -0.065
C -1.017 -5.592 -0.135
C -1.932 -4.521 -0.146
C -1.512 -3.208 -0.100
C -0.135 -2.999 -0.050
N 0.612 -1.816 0.001
C 1.877 -2.158 0.099
C 2.861 -1.091 0.243
C 4.199 -1.124 0.427
S 4.786 0.461 0.607
C 3.230 1.080 0.408
N 2.297 0.176 0.224
H 2.905 -3.983 0.148
H 1.044 -6.213 -0.043
H -1.395 -6.604 -0.169
H -2.992 -4.735 -0.178
H -2.223 -2.390 -0.065
H 4.857 -1.977 0.478
H 3.048 2.142 0.441
O -0.673 -0.631 -1.972
C -0.968 0.330 -2.985
C -0.306 1.611 -2.567
C -0.356 2.730 -3.382
C 0.135 3.928 -2.909
C 0.647 3.989 -1.616
C 0.684 2.836 -0.877
N 0.253 1.649 -1.354
H -1.152 -1.459 -2.105
H -2.045 0.490 -3.049
H -0.594 -0.009 -3.950
H -0.803 2.655 -4.365
H 0.093 4.818 -3.524
H 0.994 4.917 -1.185
H 1.021 2.850 0.151
Cl -3.802 1.293 5.844
C -3.109 1.108 4.293
C -1.818 0.610 4.166
Cl -0.889 0.169 5.534
C -1.282 0.471 2.894
Cl 0.344 -0.159 2.665
C -1.971 0.816 1.740
O -1.455 0.708 0.508
C -3.266 1.313 1.881
Cl -4.135 1.734 0.457
C -3.831 1.454 3.145
Cl -5.423 2.055 3.293



Entry 4:
49
Properties=species:S:1:pos:R:3 method="wB97M-V/def2-TZVPD" spin_multiplicity=1 total_charge=+1 de_lowest_kcal_mol=7.63 gap_ev=7.8 largest_force_ev_per_a=0.7
Ta 0.345 -0.536 -1.068
O 2.088 -1.314 4.854
C 1.661 -1.186 3.602
C 0.850 -2.139 2.964
C 0.482 -1.891 1.666
N 0.869 -0.790 1.032
C 1.638 0.124 1.625
C 2.066 -0.024 2.917
C 1.939 1.270 0.696
O 2.560 2.240 0.970
O 1.349 1.038 -0.516
C -0.355 -2.771 0.767
O -0.839 -3.805 1.084
O -0.462 -2.188 -0.455
H 1.784 -2.136 5.261
H 0.523 -3.046 3.457
H 2.693 0.722 3.384
O -1.294 0.560 -0.071
C -2.627 0.519 -0.749
C -2.285 0.303 -2.244
O -3.027 0.517 -3.143
O -1.030 -0.183 -2.413
C -3.361 -0.683 -0.189
C -4.184 -1.462 -0.989
C -4.863 -2.541 -0.436
C -4.728 -2.845 0.907
C -3.914 -2.056 1.712
C -3.236 -0.979 1.168
C -3.284 1.861 -0.519
C -4.433 1.993 0.250
C -4.976 3.250 0.472
C -4.371 4.377 -0.066
C -3.225 4.250 -0.840
C -2.689 2.995 -1.074
H -1.108 1.486 0.157
H -4.313 -1.236 -2.039
H -5.500 -3.147 -1.067
H -5.255 -3.690 1.329
H -3.813 -2.280 2.766
H -2.615 -0.360 1.804
H -4.913 1.118 0.667
H -5.875 3.347 1.064
H -4.797 5.356 0.107
H -2.765 5.126 -1.276
H -1.818 2.901 -1.717
F 1.483 -1.860 -3.629
C 1.618 -0.845 -2.860
F 2.102 -1.646 -1.226
F 2.660 -0.180 -3.186



Entry 5:
48
Properties=species:S:1:pos:R:3 method="wB97M-V/def2-TZVPD" spin_multiplicity=1 total_charge=+1 de_lowest_kcal_mol=105.49 gap_ev=5.9 largest_force_ev_per_a=5.2
W 0.358 0.670 0.693
O 1.667 1.283 -0.686
C 2.850 0.630 -0.714
C 3.457 0.206 -1.896
C 4.653 -0.468 -1.897
C 5.313 -0.759 -0.704
C 4.743 -0.364 0.482
C 3.514 0.297 0.470
C 2.972 0.748 1.751
N 1.872 0.296 2.238
C 1.480 0.912 3.521
C 0.173 0.138 3.825
N -0.341 -0.296 2.498
C -1.284 -1.160 2.552
C -2.203 -1.447 1.511
C -2.923 -2.648 1.574
C -3.922 -2.907 0.676
C -4.220 -1.936 -0.282
C -3.531 -0.750 -0.337
C -2.498 -0.437 0.554
O -1.817 0.707 0.541
H 2.959 0.425 -2.832
H 5.078 -0.771 -2.843
H 6.254 -1.288 -0.709
H 5.227 -0.578 1.427
H 3.583 1.495 2.261
H 1.272 1.966 3.379
H 2.246 0.776 4.278
H -0.555 0.766 4.330
H 0.382 -0.744 4.426
H -1.483 -1.680 3.487
H -2.680 -3.372 2.343
H -4.476 -3.834 0.716
H -5.008 -2.108 -1.003
H -3.791 -0.014 -1.091
F -2.692 3.048 -4.742
C -2.164 2.157 -3.915
C -1.582 2.575 -2.728
F -1.543 3.863 -2.413
C -1.048 1.625 -1.894
F -0.443 2.062 -0.722
C -1.045 0.266 -2.174
S -0.364 -0.927 -1.071
C -1.633 -0.123 -3.364
F -1.676 -1.412 -3.693
C -2.188 0.808 -4.230
F -2.746 0.409 -5.365
O -0.198 1.893 1.770



Entry 6:
44
Properties=species:S:1:pos:R:3 method="wB97M-V/def2-TZVPD" spin_multiplicity=1 total_charge=+3 de_lowest_kcal_mol=0.00 gap_ev=4.8 largest_force_ev_per_a=6.5
O 0.086 -3.380 -3.608
C -0.067 -2.241 -3.652
Lu -0.314 0.140 -3.333
O -2.429 0.036 -6.185
C -1.731 0.069 -5.271
C 1.890 0.058 -4.160
O 3.038 0.013 -4.216
C -0.088 2.518 -3.586
O 0.049 3.654 -3.489
O 0.306 0.159 -1.437
As 0.141 0.013 0.303
C 1.522 -1.190 0.821
C 1.161 -2.366 1.502
C 2.162 -3.183 2.050
C 3.515 -2.838 1.917
C 3.862 -1.666 1.226
C 2.872 -0.845 0.665
C 0.274 1.830 0.851
C -0.847 2.433 1.443
C -0.733 3.732 1.960
C 0.481 4.428 1.869
C 1.583 3.822 1.246
C 1.482 2.526 0.722
C -1.628 -0.703 0.463
C -2.407 -0.995 -0.669
C -3.709 -1.474 -0.519
C -4.237 -1.693 0.758
C -3.461 -1.421 1.894
C -2.154 -0.919 1.751
H 0.108 -2.628 1.625
H 1.884 -4.098 2.579
H 4.293 -3.487 2.331
H 4.913 -1.392 1.119
H 3.152 0.068 0.134
H -1.788 1.882 1.522
H -1.600 4.202 2.430
H 0.562 5.446 2.264
H 2.528 4.361 1.164
H 2.344 2.057 0.242
H -2.028 -0.882 -1.702
H -4.300 -1.680 -1.418
H -5.256 -2.079 0.863
H -3.873 -1.593 2.890
H -1.556 -0.697 2.639



Entry 7:
49
Properties=species:S:1:pos:R:3 method="wB97M-V/def2-TZVPD" spin_multiplicity=1 de_lowest_kcal_mol=76.98 smiles="N#CC1=C(N)N=C2c3c(-c4ccc(Br)cc4)cn(-c4ccc(S(N)(=O)=O)cc4)c3N=CN2N=C1" gap_ev=7.3 largest_force_ev_per_a=7.2
N -2.541 -3.950 6.521
O 5.225 5.252 -3.748
O 5.033 3.246 -5.219
Br -6.348 -2.949 -2.877
C -2.216 -3.379 5.614
N -0.415 -0.392 4.626
N 1.327 1.061 1.867
N -1.591 -1.835 2.212
C -1.199 -1.251 5.251
C 1.112 0.515 3.037
C -0.807 -0.796 2.317
C -1.764 -2.456 4.635
C -0.537 -0.142 1.089
C -1.137 -0.332 -0.232
C -1.876 -2.685 3.328
C -0.298 0.214 -1.135
C 0.545 0.572 0.850
C -4.893 -1.252 -0.829
C -3.781 -2.288 -2.514
C -3.736 -0.641 -0.261
C -2.530 -1.840 -2.003
C 2.714 2.616 -0.496
C 2.066 1.356 -2.527
C 3.590 3.319 -1.405
C 2.949 2.111 -3.351
C -4.905 -2.060 -1.961
C -2.417 -0.857 -0.865
C 1.845 1.626 -1.118
C 3.783 3.072 -2.780
N -2.517 -3.801 2.931
N 0.040 -0.434 3.331
N 0.776 0.904 -0.517
N 6.331 3.053 -3.181
S 5.041 3.802 -3.852
H -1.499 -1.034 6.195
H 1.670 0.879 3.878
H -0.424 0.114 -2.175
H -5.752 -1.247 -0.227
H -3.796 -2.841 -3.397
H -3.913 -0.194 0.695
H -1.584 -2.206 -2.470
H 2.494 2.807 0.578
H 1.495 0.604 -2.889
H 4.150 4.111 -0.916
H 3.058 1.920 -4.452
H -3.266 -4.097 3.555
H -2.765 -3.679 1.922
H 7.080 3.362 -3.777
H 6.183 2.125 -3.259



Entry 8:
64
Properties=species:S:1:pos:R:3 method="wB97M-V/def2-TZVPD" spin_multiplicity=1 smiles="O=C1c2ccccc2C(=O)c2c(Cl)cccc21.ClC(Cl)Cl.ClC(Cl)Cl.ClC(Cl)Cl.ClC(Cl)Cl.ClC(Cl)Cl.ClC(Cl)Cl.ClC(Cl)Cl.ClC(Cl)Cl" gap_ev=8.7 largest_force_ev_per_a=2.2
O -1.285 0.419 1.299
C -1.495 0.263 0.115
C -2.861 0.089 -0.476
C -3.822 -0.712 0.116
C -5.053 -0.882 -0.504
C -5.298 -0.250 -1.716
C -4.349 0.567 -2.312
C -3.127 0.730 -1.687
C -2.023 1.558 -2.272
O -2.214 2.622 -2.816
C -0.661 0.937 -2.106
C 0.306 0.972 -3.107
Cl 0.053 1.774 -4.614
C 1.514 0.304 -2.897
C 1.748 -0.385 -1.719
C 0.815 -0.388 -0.690
C -0.395 0.278 -0.900
H -3.566 -1.181 1.059
H -5.815 -1.525 -0.048
H -6.240 -0.386 -2.233
H -4.533 1.073 -3.251
H 2.255 0.290 -3.686
H 2.665 -0.954 -1.585
H 0.964 -0.952 0.222
C 5.520 -1.929 -3.183
Cl 5.013 -0.525 -4.122
Cl 4.635 -2.001 -1.653
Cl 5.302 -3.419 -4.099
H 6.572 -1.822 -2.956
C -6.763 -4.027 2.130
Cl -8.122 -3.486 3.115
Cl -5.681 -2.676 1.763
Cl -5.893 -5.334 2.927
H -7.154 -4.404 1.194
C 1.727 3.801 0.211
Cl 1.262 5.182 -0.790
Cl 0.855 3.834 1.750
Cl 1.423 2.284 -0.628
H 2.787 3.878 0.419
C 4.384 1.177 2.675
Cl 5.992 1.785 2.285
Cl 3.562 2.266 3.786
Cl 3.434 0.937 1.201
H 4.496 0.218 3.166
C 8.622 1.908 5.577
Cl 7.458 0.660 5.128
Cl 10.248 1.234 5.689
Cl 8.582 3.251 4.434
H 8.347 2.288 6.551
C -3.118 4.227 1.505
Cl -3.718 5.567 0.525
Cl -3.953 4.164 3.059
Cl -3.281 2.696 0.644
H -2.065 4.394 1.693
C 5.118 2.570 -6.545
Cl 6.707 2.911 -5.861
Cl 5.223 1.314 -7.779
Cl 3.980 2.105 -5.278
H 4.749 3.473 -7.012
C -6.773 -8.650 4.913
Cl -5.076 -8.170 4.835
Cl -7.720 -7.459 5.803
Cl -7.431 -8.891 3.294
H -6.831 -9.592 5.442



Entry 9:
43
Properties=species:S:1:pos:R:3 method="wB97M-V/def2-TZVPD" spin_multiplicity=1 de_lowest_kcal_mol=2.85 gap_ev=7.8 largest_force_ev_per_a=3.3
O 0.982 -0.534 1.645
Cl 6.069 0.975 5.299
Cl 4.096 -1.074 0.754
N 0.780 1.567 -1.202
N -2.315 -4.895 -0.011
C 0.732 0.105 0.622
C -0.354 0.826 -1.176
C 1.488 1.178 -0.068
C 2.629 1.808 0.390
C -3.341 -4.034 0.092
C -1.041 -4.380 0.010
C -3.625 1.560 -3.946
C -3.208 0.248 -3.680
C -2.965 2.560 -3.290
C 4.214 2.351 3.731
C 4.826 0.162 2.947
C -2.138 0.004 -2.801
C -1.888 2.348 -2.462
C 3.455 2.552 2.556
C -3.133 -2.645 0.124
C -0.794 -3.014 0.189
C 4.962 1.153 3.913
C 4.101 0.320 1.802
C -1.436 1.070 -2.178
C 3.394 1.534 1.598
C -1.857 -2.114 0.226
N -0.436 -0.072 -0.119
C -1.669 -0.620 0.447
H 2.946 2.649 -0.253
H -4.333 -4.468 0.006
H -0.216 -5.050 -0.006
H -4.425 1.822 -4.687
H -3.622 -0.598 -4.226
H -3.253 3.601 -3.516
H 4.254 3.190 4.406
H 5.336 -0.782 3.045
H -1.810 -1.000 -2.574
H -1.430 3.191 -1.976
H 2.964 3.511 2.368
H -3.963 -1.917 0.087
H 0.229 -2.630 0.312
H -2.542 -0.085 0.050
H -1.662 -0.374 1.551



Entry 10:
49
Properties=species:S:1:pos:R:3 method="wB97M-V/def2-TZVPD" spin_multiplicity=4 total_charge=-1 s2=3.76 gap_ev="6.9 / 6.9" largest_force_ev_per_a=4.6
Co 0.332 -1.656 1.477
O -3.020 -0.992 -2.742
C -3.852 -1.029 -1.714
C -5.210 -0.828 -1.982
C -6.171 -1.125 -1.024
C -5.799 -1.228 0.359
C -4.461 -1.198 0.639
C -3.484 -1.281 -0.353
C -2.057 -1.500 0.040
O -1.684 -1.719 1.211
N -1.161 -1.401 -0.981
N 0.021 -1.763 -0.528
C 1.020 -2.237 -1.309
C 2.236 -2.609 -0.609
C 3.461 -2.859 -1.285
C 4.628 -3.041 -0.553
C 4.580 -2.931 0.824
C 3.329 -2.638 1.406
N 2.191 -2.525 0.738
H -2.107 -1.094 -2.311
H -5.463 -0.587 -3.019
H -7.196 -1.092 -1.342
H -6.569 -1.328 1.107
H -4.081 -1.110 1.680
H 1.016 -2.261 -2.402
H 3.469 -2.956 -2.331
H 5.580 -3.134 -1.104
H 5.395 -3.064 1.503
H 3.226 -2.588 2.486
S 0.442 -3.633 5.825
C 0.464 -2.814 4.402
N 0.524 -2.356 3.295
O -0.572 1.285 2.454
C 0.228 1.205 1.514
O 0.721 0.131 0.990
C 0.555 2.478 0.777
C -0.225 3.657 0.960
C 0.102 4.875 0.383
C 1.208 4.878 -0.466
O 1.689 5.937 -1.207
C 2.874 5.417 -1.897
O 3.077 4.081 -1.440
C 1.978 3.768 -0.615
C 1.675 2.519 -0.079
H -1.129 3.517 1.494
H -0.420 5.782 0.656
H 3.727 5.999 -1.626
H 2.613 5.388 -2.953
H 2.298 1.660 -0.349